[1]
124
Properties=species:S:1:pos:R:3:forces:R:3 method="wB97M-V/def2-TZVPD" total_charge=0 fmax_ha_per_bohr=0.0102 gap_ev=6.9 relative_energy_kj_mol=31.9
Ti 1.315 -0.794 0.608 0.0 -0.2 0.5
C -0.416 -4.607 3.054 -0.1 0.0 0.0
C 0.461 -3.471 3.581 0.1 0.0 0.0
C -0.120 -2.137 3.094 0.0 0.1 0.0
N 0.835 -1.129 2.655 0.0 0.0 -0.1
C 1.364 -0.346 3.580 0.2 0.1 0.0
C 1.123 -0.519 4.960 -0.1 0.0 0.0
C 1.357 0.311 6.042 0.0 0.0 0.1
C 1.951 1.558 6.107 0.0 0.0 -0.1
C 2.569 2.191 5.041 0.0 0.1 0.0
C 2.787 1.759 3.748 0.1 -0.1 0.0
C 2.368 0.601 3.051 -0.2 -0.1 0.0
N 2.775 0.278 1.840 0.0 0.2 0.0
C 3.905 1.001 1.269 0.0 -0.1 0.0
C 3.996 0.758 -0.222 0.0 0.2 -0.1
C 4.267 -0.694 -0.513 0.0 -0.2 0.0
N 3.187 -1.546 -0.027 0.0 0.0 0.2
C 3.480 -2.756 0.440 -0.2 0.0 -0.1
C 4.715 -3.148 0.970 0.1 -0.1 -0.1
C 5.235 -4.415 1.230 0.1 0.2 0.1
C 4.747 -5.653 0.886 -0.2 0.0 -0.1
C 3.529 -5.870 0.233 0.1 -0.1 0.0
C 2.485 -5.010 0.021 -0.1 0.2 0.1
C 2.307 -3.650 0.437 0.1 -0.2 -0.1
N 1.155 -3.064 0.606 -0.1 0.1 0.0
C -0.033 -3.933 0.533 0.1 0.1 0.0
C -0.122 -5.024 1.612 0.0 -0.1 -0.1
H -1.464 -4.301 3.155 0.0 0.0 0.0
H -0.309 -5.497 3.679 0.0 0.0 0.0
H 1.491 -3.577 3.234 0.0 0.0 0.0
H 0.501 -3.503 4.672 0.0 0.0 0.0
H -0.786 -1.714 3.854 0.0 0.0 0.0
H -0.760 -2.359 2.255 0.0 0.0 0.0
H 0.626 -1.441 5.219 0.0 0.0 0.0
H 0.992 -0.080 6.987 0.0 0.0 0.0
H 1.960 2.062 7.064 0.0 0.0 0.0
H 2.988 3.170 5.253 0.0 0.0 0.0
H 3.378 2.445 3.160 0.0 0.0 0.0
H 4.828 0.650 1.754 0.0 0.0 0.0
H 3.853 2.074 1.450 -0.1 0.0 -0.1
H 4.796 1.369 -0.649 0.0 0.0 0.0
H 3.071 1.091 -0.706 0.0 -0.1 0.0
H 5.230 -0.965 -0.077 0.0 0.0 0.0
H 4.357 -0.854 -1.591 0.0 0.0 0.0
H 5.377 -2.329 1.220 0.0 0.0 0.0
H 6.206 -4.405 1.716 0.0 0.0 0.0
H 5.371 -6.515 1.081 0.0 0.0 0.0
H 3.361 -6.879 -0.130 0.0 0.0 0.0
H 1.629 -5.431 -0.490 0.0 0.0 0.0
H -0.065 -4.405 -0.455 0.0 0.0 0.0
H -0.924 -3.312 0.568 0.0 0.0 0.0
H 0.805 -5.597 1.612 0.0 0.0 0.0
H -0.899 -5.724 1.287 0.0 0.0 0.0
C -5.379 3.198 0.373 0.0 0.0 0.0
C -4.402 3.533 1.508 0.1 0.0 0.0
C -4.948 2.967 2.825 0.0 0.0 0.0
C -4.314 5.052 1.635 0.0 0.1 0.0
C -3.044 2.901 1.207 -0.1 -0.1 0.0
C -2.934 1.522 1.059 0.0 0.0 0.0
C -1.705 0.953 0.809 -0.1 0.2 0.0
Se -1.569 -0.902 0.465 0.0 -0.2 0.1
C -1.507 -0.823 -1.431 0.0 0.0 -0.2
C -2.660 -0.762 -2.183 0.0 0.0 0.0
C -2.584 -0.659 -3.569 0.0 0.0 0.0
C -1.316 -0.635 -4.126 0.1 0.0 0.0
C -0.118 -0.701 -3.404 -0.3 0.0 -0.1
C -0.228 -0.796 -2.008 0.5 0.0 0.2
O 0.839 -0.873 -1.207 -0.1 0.0 -0.5
C 1.180 -0.663 -4.224 -0.1 0.0 0.0
C 2.465 -0.703 -3.404 0.1 0.1 0.0
C 1.211 0.633 -5.051 0.0 0.0 0.0
C 1.200 -1.873 -5.170 0.0 0.0 0.0
C -3.865 -0.573 -4.397 0.0 0.0 0.0
C -4.670 0.659 -3.962 0.0 0.0 0.0
C -3.580 -0.456 -5.893 0.0 0.0 -0.1
C -4.709 -1.832 -4.163 0.0 0.0 0.0
C -0.515 1.692 0.705 0.4 -0.1 0.0
O 0.643 1.033 0.607 -0.2 0.1 -0.1
C -0.620 3.096 0.741 -0.3 0.0 0.0
C -1.883 3.632 1.027 0.1 0.0 0.0
C 0.507 4.113 0.512 -0.1 0.0 0.1
C 1.756 3.520 -0.125 0.1 0.0 -0.1
C 0.893 4.730 1.863 0.0 0.0 0.0
C 0.020 5.222 -0.432 0.0 0.1 0.0
H -6.359 3.641 0.571 0.0 0.0 0.0
H -5.517 2.121 0.269 0.0 0.0 0.0
H -5.015 3.582 -0.581 0.0 0.0 0.0
H -5.926 3.399 3.048 0.0 0.0 0.0
H -4.277 3.191 3.656 0.0 0.0 0.0
H -5.066 1.884 2.776 0.0 0.0 0.0
H -5.303 5.455 1.863 0.0 0.0 0.0
H -3.973 5.518 0.709 0.0 0.0 0.0
H -3.639 5.356 2.438 0.0 0.0 0.0
H -3.806 0.882 1.132 0.0 0.0 0.0
H -3.621 -0.783 -1.683 0.0 0.0 0.0
H -1.233 -0.561 -5.201 0.0 0.0 0.0
H 2.553 0.163 -2.748 0.0 0.0 0.0
H 3.310 -0.689 -4.100 0.0 0.0 0.0
H 2.538 -1.592 -2.781 0.0 -0.1 0.0
H 1.182 1.506 -4.397 0.0 0.0 0.0
H 0.374 0.707 -5.745 0.0 0.0 0.0
H 2.132 0.676 -5.637 0.0 0.0 0.0
H 1.192 -2.805 -4.603 0.0 0.0 0.0
H 2.105 -1.854 -5.781 0.0 0.0 0.0
H 0.342 -1.884 -5.843 0.0 0.0 0.0
H -4.096 1.575 -4.114 0.0 0.0 0.0
H -4.943 0.610 -2.908 0.0 0.0 0.0
H -5.593 0.732 -4.543 0.0 0.0 0.0
H -3.005 0.441 -6.130 0.0 0.0 0.0
H -4.524 -0.396 -6.438 0.0 0.0 0.0
H -3.034 -1.321 -6.273 0.0 0.0 0.0
H -4.977 -1.946 -3.112 0.0 0.0 0.0
H -4.168 -2.730 -4.469 0.0 0.0 0.0
H -5.637 -1.779 -4.739 0.0 0.0 0.0
H -1.945 4.708 1.106 0.0 -0.1 0.0
H 2.200 2.771 0.516 0.0 0.0 0.1
H 2.481 4.321 -0.293 0.0 0.0 0.0
H 1.536 3.048 -1.085 0.0 0.0 0.0
H 1.242 3.959 2.554 0.0 0.0 0.0
H 0.046 5.237 2.328 0.0 0.0 0.0
H 1.695 5.461 1.730 0.0 0.0 0.0
H -0.276 4.809 -1.398 0.0 0.0 0.0
H 0.830 5.935 -0.604 0.0 0.0 0.0
H -0.826 5.782 -0.036 0.1 0.0 0.0

[2]
13
Properties=species:S:1:pos:R:3:forces:R:3 method="wB97M-V/def2-TZVPD" total_charge=0 smiles="CS/C=N/SC" fmax_ha_per_bohr=0.0694 gap_ev=9.1 relative_energy_kj_mol=117.1
C 0.625 -2.312 0.847 -0.7 0.6 -0.3
S -0.761 -2.381 -0.362 0.5 0.4 -0.2
C -0.726 -0.714 -1.020 2.3 -1.1 2.5
N 0.173 0.121 -0.610 -1.8 -0.1 -1.8
S -0.096 1.646 -1.482 0.7 -0.9 0.1
C -0.089 2.604 -0.022 0.5 -0.1 2.0
H 1.580 -2.029 0.397 -0.3 -0.2 0.0
H 0.681 -3.236 1.406 0.0 -0.4 -0.3
H 0.297 -1.554 1.541 0.3 0.4 0.3
H -1.520 -0.523 -1.688 -0.8 0.3 -0.9
H 0.047 3.638 -0.266 -0.4 0.6 -0.1
H 0.756 2.351 0.657 -0.2 -0.1 -0.8
H -0.967 2.390 0.601 -0.1 0.5 -0.4

[3]
112
Properties=species:S:1:pos:R:3:forces:R:3 method="wB97M-V/def2-TZVPD" total_charge=-2 fmax_ha_per_bohr=0.0482 gap_ev=3.1 relative_energy_kj_mol=164.9
C 8.065 0.714 -1.483 0.0 1.4 0.0
C 7.018 -0.292 -1.048 -1.1 -0.8 0.7
C 7.406 -0.618 0.438 0.2 0.6 -0.8
C 6.453 -1.443 1.219 -0.7 -0.9 -1.3
C 5.020 -0.885 1.154 1.2 -0.4 -0.5
C 4.522 -0.490 -0.312 1.9 -0.8 0.8
N 5.612 0.249 -1.035 0.5 0.6 2.0
O 5.183 1.067 -2.072 -0.2 -0.8 -0.6
C 3.225 0.283 -0.005 0.0 0.5 -1.7
C 4.180 -1.797 -1.115 -0.7 0.7 0.4
C 7.227 -1.573 -1.943 -0.4 -0.2 0.2
H 9.046 0.269 -1.648 -0.1 -0.4 -0.3
H 8.271 1.443 -0.700 -0.3 0.1 0.3
H 7.767 1.325 -2.335 -0.2 -0.4 -0.2
H 7.521 0.321 0.979 0.5 0.2 -0.3
H 8.313 -1.221 0.380 0.6 0.5 0.2
H 6.866 -1.633 2.210 -0.4 0.1 0.3
H 6.555 -2.382 0.674 -0.7 -0.7 0.3
H 5.043 -0.008 1.802 -0.4 0.3 -0.2
H 4.373 -1.639 1.603 -0.4 0.1 -0.1
H 3.257 1.341 0.253 0.8 -0.1 0.3
H 2.618 -0.233 0.739 0.1 -0.2 0.0
H 2.670 0.314 -0.943 -0.4 -0.2 0.1
H 3.152 -2.093 -0.900 -0.1 -0.4 0.3
H 4.876 -2.606 -0.896 -0.2 0.0 0.0
H 4.173 -1.597 -2.187 0.3 0.3 -0.1
H 6.791 -2.454 -1.472 -0.4 0.1 -0.1
H 8.245 -1.915 -2.133 0.5 0.6 0.2
H 6.788 -1.423 -2.930 -0.3 0.1 0.1
C -0.232 0.269 -1.431 0.7 0.2 0.0
C -1.140 -0.590 -0.616 -1.5 -0.9 0.8
C -0.453 -1.060 0.714 0.1 -0.7 -0.5
C -0.401 -0.111 1.849 -1.0 1.1 0.8
C -1.857 0.277 2.202 1.7 -0.1 -0.9
C -2.594 0.880 0.983 -0.7 0.3 -0.3
N -2.442 0.087 -0.297 -0.3 -0.1 1.4
O -3.287 0.578 -1.399 1.4 -0.5 1.1
C -2.164 2.422 0.883 0.2 -2.1 -1.3
C -4.076 0.764 1.345 -0.7 0.9 -0.2
C -1.525 -1.914 -1.352 -0.2 0.7 0.3
H -0.749 0.795 -2.233 0.0 -0.2 0.2
H 0.574 -0.349 -1.827 0.1 0.2 -0.2
H 0.208 1.008 -0.761 0.2 0.2 -0.1
H 0.560 -1.433 0.561 0.2 0.1 -0.7
H -0.965 -1.940 1.103 -0.4 -0.2 -0.2
H 0.212 0.768 1.647 0.0 0.1 -0.1
H 0.000 -0.555 2.760 0.4 -0.2 -0.1
H -1.802 0.966 3.044 -0.4 0.3 -0.1
H -2.293 -0.647 2.584 -0.6 -0.1 -0.4
H -2.733 2.902 0.087 -0.5 0.2 0.5
H -1.181 2.350 0.416 0.4 0.4 0.4
H -2.126 2.954 1.834 -0.2 0.0 -0.1
H -4.499 -0.206 1.080 0.3 -0.2 0.3
H -4.691 1.489 0.811 0.1 0.2 -0.3
H -4.219 0.995 2.401 0.0 -0.2 0.3
H -2.172 -2.522 -0.719 -0.4 0.3 0.1
H -0.701 -2.602 -1.542 0.4 0.4 -0.4
H -2.070 -1.619 -2.249 0.1 -0.4 -0.2
O -5.029 -1.705 -1.862 -0.4 -0.9 -0.3
H -5.905 -1.506 -1.531 0.0 0.1 0.1
H -4.497 -0.950 -1.601 1.0 1.2 0.2
O -4.087 -3.201 1.788 -0.1 -0.1 0.4
H -3.445 -2.926 1.132 0.1 0.4 -0.4
H -4.240 -4.128 1.601 -0.1 -0.2 -0.1
O -1.496 -1.941 4.840 0.1 0.1 0.7
H -1.256 -2.567 4.155 -0.2 -0.1 -0.3
H -2.042 -1.295 4.392 -0.1 0.2 -0.1
O -7.743 1.495 2.639 -0.2 0.1 0.2
H -8.035 0.600 2.465 -0.1 -0.2 0.1
H -7.083 1.668 1.967 0.4 0.2 -0.3
O -2.425 1.284 5.957 0.2 0.1 -0.1
H -3.030 2.024 5.899 -0.2 0.2 -0.1
H -2.741 0.774 6.703 0.0 -0.3 0.1
O -1.230 -3.981 2.905 0.1 -0.1 0.2
H -0.428 -4.388 3.235 0.3 -0.1 0.0
H -1.484 -4.522 2.157 -0.2 0.1 -0.2
O -3.618 -4.025 -2.846 0.1 -0.7 0.0
H -3.721 -3.073 -2.803 -0.3 0.5 0.2
H -3.252 -4.188 -3.715 0.1 0.1 -0.2
O 1.166 3.508 0.977 0.3 0.2 0.8
H 0.862 3.503 0.067 -0.1 -0.1 -0.4
H 0.607 2.871 1.421 0.0 -0.1 0.3
O 2.214 1.681 -3.350 -0.7 0.5 -0.1
H 2.211 1.158 -4.153 0.0 0.0 -0.1
H 2.649 1.124 -2.703 0.9 -0.1 0.3
O -6.021 1.720 -1.459 -0.6 0.7 0.0
H -5.145 1.329 -1.481 1.0 -0.2 0.0
H -6.587 1.023 -1.124 0.0 0.0 -0.2
O -0.622 4.518 4.512 -0.3 0.8 0.1
H -1.463 4.592 4.059 -0.2 0.0 -0.4
H -0.785 4.881 5.383 0.1 0.1 0.3
O -1.880 3.286 -2.383 -0.3 0.4 -0.4
H -0.948 3.401 -2.183 0.1 0.2 0.1
H -2.190 2.646 -1.740 -0.4 -0.6 -0.1
O -2.407 0.928 -4.032 0.0 0.0 -1.4
H -1.460 1.046 -3.956 0.1 0.3 0.0
H -2.696 0.703 -3.143 -0.5 0.0 1.4
O 0.597 -1.687 -4.270 0.0 0.0 -0.1
H 1.152 -2.304 -3.792 0.1 -0.1 0.3
H 1.201 -1.213 -4.842 0.1 0.1 -0.1
O 0.564 2.228 4.428 0.6 -0.8 -0.1
H -0.062 1.728 4.954 -0.2 -0.2 0.1
H 0.205 3.117 4.408 -0.1 0.1 -0.1
O -7.417 -0.382 -0.503 -0.4 -0.4 0.2
H -8.086 -1.008 -0.780 -0.2 -0.1 -0.2
H -7.411 -0.443 0.453 0.3 -0.1 0.2
O -2.126 -1.422 -5.221 -0.1 -1.2 -0.8
H -2.415 -0.561 -4.911 -0.2 0.8 0.4
H -1.226 -1.502 -4.904 0.2 -0.1 0.2
O 0.619 3.651 -1.615 0.2 0.3 0.0
H 1.123 3.002 -2.108 0.5 -0.7 -0.5
H 1.146 4.449 -1.663 0.1 0.3 -0.1